ORCA calculation (wB97M-V/def2-TZVPD) on a structure of composition C22H11N5O4S7SeV in a non-equilibrium geometry.

```
51
C22H11N5O4S7SeV, DFT wB97M-V/def2-TZVPD
V 0.284 0.264 -0.455
Se -1.147 -5.160 -5.577
N -1.255 -3.359 -5.618
C -0.856 -2.905 -4.434
C -0.779 -1.511 -4.123
C -1.055 -0.480 -5.024
C -0.891 0.823 -4.595
C -0.496 1.086 -3.283
N -0.257 0.139 -2.384
C -0.377 -1.147 -2.814
C 0.002 -2.123 -1.876
N 0.436 -1.620 -0.700
C 0.959 -2.450 0.182
C 1.039 -3.826 -0.046
C 0.560 -4.365 -1.224
C 0.026 -3.506 -2.191
C -0.450 -3.896 -3.480
N -0.526 -5.162 -3.886
H -1.376 -0.723 -6.026
H -1.076 1.650 -5.265
H -0.390 2.114 -2.954
H 1.362 -1.988 1.074
H 1.485 -4.460 0.706
H 0.618 -5.423 -1.430
S -5.818 4.203 -0.945
C -4.448 3.305 -0.808
S -2.847 3.983 -0.912
C -1.949 2.508 -0.591
C -2.703 1.385 -0.417
S -2.024 -0.141 -0.029
S -4.440 1.584 -0.539
S -0.228 2.518 -0.453
O 2.497 2.273 0.831
S 2.386 0.854 0.585
O 3.430 0.050 1.183
O 2.232 0.563 -0.872
O 1.041 0.385 1.139
S 1.018 -1.998 4.494
C 0.241 -0.697 3.585
N -0.664 -1.054 2.775
C -0.842 -2.405 2.755
C -1.746 -3.097 1.955
C -1.837 -4.466 2.093
C -1.052 -5.151 3.019
C -0.143 -4.487 3.818
C -0.029 -3.115 3.670
H 0.553 0.314 3.754
H -2.345 -2.544 1.248
H -2.527 -5.023 1.477
H -1.148 -6.223 3.113
H 0.454 -5.012 4.548
```

The HOMO energy (spin up / spin down) is -0.22 / -0.22 eV. The energy above the lowest of the compared OMol25 structures with the same formula, charge and spin comes out at 168.93 kJ/mol. As for the LUMO energy (spin up / spin down): 3.64 / 3.63 eV. The gap between HOMO and LUMO (spin up / spin down) comes out at 3.9 / 3.9 eV. The spin multiplicity is 2. The electronic energy comes out at -205518.0818 eV. As for the net charge: -2.